{"formula": "C33H24Cl2N6O4STa", "method": "the ωB97M-V functional and the def2-TZVPD basis", "symbols": ["Ta", "Cl", "Cl", "S", "O", "O", "O", "O", "N", "N", "N", "N", "N", "N", "C", "C", "C", "C", "C", "C", "C", "C", "C", "C", "C", "C", "C", "C", "C", "C", "C", "C", "C", "C", "C", "C", "C", "C", "C", "C", "C", "C", "C", "C", "C", "C", "C", "H", "H", "H", "H", "H", "H", "H", "H", "H", "H", "H", "H", "H", "H", "H", "H", "H", "H", "H", "H", "H", "H", "H", "H"], "positions_angstrom": [[-0.503522, 0.669179, -0.776129], [1.687978, -1.477091, -5.340452], [-2.335541, 1.135919, -2.879608], [0.717822, 0.305774, -2.961470], [-3.045998, 3.396376, 1.029993], [-1.456624, 2.308417, -0.069397], [-0.943234, -1.223583, -1.186180], [-2.174499, -3.108129, -1.196682], [1.085843, 2.160605, -0.718572], [2.421623, -1.383992, 0.012674], [-2.594589, 0.114400, -0.049518], [0.237987, 0.172573, 0.998163], [1.706213, 2.603020, 0.412478], [2.830912, -0.082852, 0.189674], [0.094249, -0.810266, -5.336176], [-1.681318, 0.306739, -4.306333], [1.339370, 2.212703, 1.758008], [-3.055077, -1.136189, -0.257317], [0.517616, -3.963261, 1.784910], [-0.670602, -0.983350, -6.500036], [-1.995194, -0.491569, -6.538502], [-3.293193, 1.014262, 0.636879], [0.381338, 0.803067, 3.395025], [1.410575, -1.933306, 0.790741], [1.678758, 3.103702, 2.734307], [-4.368748, -1.448872, 0.173398], [3.951594, -1.012074, -1.591725], [0.666072, 1.052427, 2.062823], [0.738924, 1.717217, 4.400342], [3.106557, -1.935442, -1.071053], [1.801726, 3.763780, 5.197391], [-2.550505, 0.132497, -5.435267], [-5.124701, -0.494510, 0.873597], [-0.617155, -3.243860, 2.165630], [-0.700940, -1.899319, 1.913237], [-1.992685, -1.940445, -0.936606], [2.542946, 3.787641, -1.260694], [0.494158, -5.502323, 1.941286], [3.719085, 0.158577, -0.786700], [1.648371, 2.849233, -1.750176], [2.559209, 3.592109, 0.087149], [-2.572715, 2.410026, 0.582619], [1.515730, -3.277960, 1.144012], [1.400595, 2.843722, 4.099847], [0.335453, -1.216432, 1.244026], [-4.547093, 0.732287, 1.136433], [-0.371471, -0.128983, -4.226435], [4.254268, 1.074984, -0.791529], [4.609969, -1.062446, -2.416734], [1.487455, -5.900477, 2.228239], [-3.598296, 0.296822, -5.307159], [-1.606202, -1.438042, 2.274903], [-4.780883, -2.485862, -0.046598], [1.672956, 4.779517, 4.890715], [0.557617, 1.451558, 5.447358], [-1.448865, -3.728442, 2.702874], [2.302896, -3.875758, 0.779262], [3.127887, 4.009061, 0.930222], [0.184546, -5.983718, 0.999057], [-6.102407, -0.688924, 1.312674], [3.106366, 4.562711, -1.781637], [-2.560170, -0.586496, -7.429416], [-0.308926, -5.853826, 2.679370], [1.251839, 3.546190, 6.105897], [-0.037766, -0.172266, 3.646460], [-0.257295, -1.567218, -7.276126], [2.896951, -2.972683, -1.388866], [1.354079, 2.709131, -2.787832], [-4.979740, 1.509004, 1.710629], [2.861711, 3.629483, 5.426592], [2.016700, 4.095244, 2.502008]], "forces_ev_per_a": [[-1.5, -0.2, 0.5], [0.1, 0.0, 0.1], [0.0, 0.0, -0.3], [0.6, 0.3, 1.0], [-0.3, 0.8, 0.5], [1.8, -0.3, -1.1], [1.3, 0.3, -0.5], [0.6, 0.8, 0.0], [1.1, 0.4, -0.8], [2.0, 1.5, -1.8], [-0.2, -0.3, 0.3], [-0.3, 0.9, -0.3], [-0.8, 0.0, -0.4], [0.6, -0.3, -1.0], [-0.1, -0.7, -1.6], [-1.5, -0.1, -0.9], [0.4, 1.1, -1.3], [-1.2, 1.6, 0.9], [-1.3, -1.3, 0.3], [-0.9, 0.9, 1.9], [1.2, -0.1, 0.6], [0.9, 0.7, -0.9], [0.1, -0.4, 0.3], [0.5, -1.2, 0.7], [-0.5, 0.5, 1.9], [0.3, -1.6, -0.7], [-0.8, 1.4, 1.3], [-0.6, -0.9, -0.7], [-0.8, -2.7, 0.2], [-1.1, -1.3, 0.5], [0.6, -0.2, 0.0], [2.0, -0.5, 1.8], [0.6, -0.3, 0.2], [-0.2, -0.4, 0.5], [0.4, 0.0, 0.1], [-2.0, -2.1, 0.1], [0.5, 0.5, -0.4], [-0.5, 0.1, 0.6], [-0.7, -2.0, 1.0], [-0.6, 0.4, 0.4], [0.4, -0.4, 2.0], [-1.7, -1.9, 0.5], [-0.6, -0.3, -0.4], [0.7, 1.3, -1.2], [-1.0, -0.3, 0.8], [0.8, 0.2, -0.2], [-0.7, 0.4, 0.1], [0.2, 0.7, -0.1], [0.4, -0.3, -0.6], [-0.6, 0.2, -0.1], [-0.4, 0.5, -0.3], [0.1, 0.7, -0.1], [0.7, 1.5, 0.3], [-0.2, 0.8, 0.1], [-0.1, 0.1, -0.4], [0.5, 0.2, -0.4], [1.2, -0.3, -0.4], [-0.2, 0.0, -1.0], [0.3, 0.3, 0.1], [0.2, -0.3, -0.4], [-0.3, -0.6, 0.0], [-0.5, -0.3, -0.6], [1.3, 0.7, -0.8], [-0.2, 0.2, 0.1], [-0.1, 0.4, 0.1], [0.3, -0.3, -0.9], [0.1, 0.9, 0.3], [0.0, -0.1, 0.6], [-0.8, 0.5, 0.4], [0.0, 0.0, 0.0], [0.4, 0.1, -0.1]], "e_homo_ha": -0.404, "orbital_gap_ev": 7.0, "charge": 1, "e_lumo_ha": -0.1466}



{"formula": "C5H8ClN4O2", "method": "the ωB97M-V functional and the def2-TZVPD basis", "symbols": ["Cl", "O", "O", "N", "N", "N", "N", "C", "C", "C", "C", "C", "H", "H", "H", "H", "H", "H", "H", "H"], "positions_angstrom": [[2.529305, 0.993899, -1.273126], [2.534408, 0.989047, 2.778858], [4.454976, 0.079282, 1.901274], [-0.761122, -1.141634, -2.454128], [-2.926319, 0.635584, 0.550763], [-1.702108, 0.990916, 0.469295], [0.319239, -1.000916, -0.374689], [0.305756, -0.651641, -1.718043], [1.201127, 0.223485, -2.215845], [0.043488, -0.669644, 0.748662], [3.500177, 0.543685, 2.346276], [-0.809023, 0.378976, 1.335636], [-3.357053, 0.129235, 1.364787], [-0.150391, 1.263147, 1.533654], [-1.548278, -1.626290, -1.967596], [-3.643554, 0.760060, -0.262754], [0.498730, -1.156286, 1.633538], [-1.099675, -0.017311, 2.329862], [-0.751445, -1.246777, -3.516150], [1.361757, 0.523174, -3.210278]], "forces_ev_per_a": [[-1.5, -1.1, -0.5], [-1.4, 0.6, 0.5], [0.4, -0.1, -0.2], [-0.8, -1.0, -1.2], [-2.3, -0.6, -0.8], [-1.9, -0.7, -1.3], [1.4, -0.9, -3.4], [-2.2, 0.1, 1.0], [2.4, 1.1, 1.6], [1.0, -0.7, 2.1], [1.0, -0.5, -0.5], [0.0, 3.2, 1.8], [0.9, 0.4, -0.7], [0.4, -1.0, 0.3], [1.5, 0.6, -0.7], [2.1, 0.4, 1.8], [0.1, -0.4, -0.6], [-0.7, 0.3, -0.5], [0.3, 0.3, 2.4], [-0.6, 0.0, -1.2]], "e_homo_ha": [-0.407, -0.450], "orbital_gap_ev": [4.3, 7.4], "de_lowest_kcal_mol": 68.26, "charge": 1, "e_lumo_ha": [-0.2498, -0.1771]}



Q: Which formula does entry 2 have?
A: C5H8ClN4O2